DFT (ωB97M-V/def2-TZVPD) results for C32H46N4ORh as an isolated structure at a distorted geometry.

Last column: Löwdin charge in e.
Geometry (Å):
Rh -0.12982 0.44483 1.15238  1.170
C -0.37352 1.99613 2.63698  -0.127
C 0.96719 1.67053 2.36906  -0.170
C 1.19593 0.33094 2.82124  -0.132
C -0.02276 -0.18095 3.28304  -0.130
C -1.01343 0.86426 3.16595  -0.132
H -0.86203 2.93445 2.43396  0.124
H 1.71066 2.32397 1.94319  0.120
H 2.10662 -0.24655 2.77550  0.127
H -0.18877 -1.15801 3.70800  0.122
H -2.03863 0.76213 3.48038  0.118
C 4.90041 2.36854 -0.92460  -0.051
C 4.13440 1.83203 0.28653  -0.390
C 4.79264 2.31782 1.58295  -0.059
C 4.02312 0.31588 0.26856  -0.134
C 5.19921 -0.41200 0.42569  -0.029
C 5.18903 -1.79053 0.52564  -0.049
C 3.98179 -2.46382 0.50184  -0.025
C 2.77644 -1.79021 0.34060  -0.145
C 1.49230 -2.58476 0.28764  -0.387
C 1.37998 -3.35319 -1.03212  -0.040
C 1.33823 -3.51919 1.48754  -0.052
C 2.80742 -0.39882 0.17456  -0.158
N 1.59345 0.32235 -0.05650  -0.006
C 1.53933 1.12047 -1.07990  -0.068
C 0.41218 1.92323 -1.26638  -0.302
C 0.02974 2.77309 -2.30537  -0.011
C -1.25538 3.17588 -2.00800  -0.035
C -1.63891 2.55955 -0.79662  -0.222
N -0.59929 1.85328 -0.31602  0.034
C -3.03853 2.72760 -0.23203  -0.531
C -4.03552 2.34115 -1.33894  -0.038
C -3.35310 1.85362 0.97930  -0.055
C -3.24874 4.20091 0.14816  -0.033
H 4.87596 3.45881 -0.94304  0.086
H 4.49729 2.00310 -1.86993  0.075
H 5.94712 2.06186 -0.88202  0.083
H 3.13482 2.26699 0.26794  0.099
H 5.84142 2.02440 1.63613  0.080
H 4.29449 1.91045 2.46543  0.077
H 4.75478 3.40709 1.63896  0.086
H 6.14226 0.11708 0.47996  0.115
H 6.11601 -2.33698 0.63669  0.112
H 3.97102 -3.54221 0.59793  0.115
H 0.66241 -1.88663 0.31335  0.069
H 2.08456 -4.18688 -1.06718  0.085
H 1.58897 -2.70413 -1.88467  0.085
H 0.37383 -3.76272 -1.15200  0.074
H 2.10285 -4.29676 1.50673  0.077
H 0.36875 -4.02128 1.45110  0.080
H 1.40238 -2.97258 2.43123  0.072
H 2.35661 1.11766 -1.79432  0.148
H 0.61946 3.02693 -3.17186  0.114
H -1.86946 3.84011 -2.59379  0.109
H -3.93453 1.28183 -1.58938  0.084
H -3.87891 2.91608 -2.24971  0.079
H -5.05717 2.51815 -0.99806  0.090
H -2.96400 0.84165 0.85923  0.050
H -4.43584 1.78869 1.10017  0.095
H -2.95803 2.27194 1.90320  0.062
H -3.09884 4.86091 -0.70544  0.086
H -2.55077 4.50415 0.93140  0.084
H -4.26438 4.35179 0.51984  0.092
C -1.21570 -1.08894 -3.04957  -0.008
N -2.01322 -1.81521 -2.07322  -0.064
C -3.06023 -2.65691 -2.63714  -0.149
C -3.58712 -3.61829 -1.59655  -0.142
C -3.93432 -2.83666 -0.34946  -0.139
N -2.76068 -2.09985 0.11543  -0.063
C -2.68678 -1.88098 1.54560  -0.033
C -1.88296 -1.55112 -0.75044  -0.428
O -0.92401 -0.81796 -0.39551  -0.120
H -0.81597 -1.79465 -3.77905  0.097
H -0.39754 -0.57834 -2.55769  0.074
H -1.83021 -0.35099 -3.57208  0.101
H -2.63122 -3.19850 -3.48167  0.128
H -3.86574 -2.02689 -3.03193  0.133
H -2.81953 -4.35689 -1.35467  0.126
H -4.45830 -4.15072 -1.97478  0.126
H -4.24023 -3.50581 0.45412  0.126
H -4.76312 -2.14385 -0.53268  0.136
H -2.77393 -2.83897 2.06046  0.101
H -3.49739 -1.23064 1.88461  0.097
H -1.73648 -1.43192 1.81613  0.038

Forces on atoms 1 to 2 (eV/Å):
Rh 0.8 1.8 -1.0
C -0.9 0.2 0.4

Output
Spin multiplicity: 1
HOMO-LUMO gap: 7.34 eV
HOMO level: -0.3739 hartree
Energy above the lowest of the compared OMol25 structures with the same formula, charge and spin: 0.0 kcal per mole
Charge: +1

DFT (ωB97M-V/def2-TZVPD) results for an isolated ion of composition C3H10NS and charge +1 at a distorted geometry.

Last column: natural (NBO) charge in e.
Geometry (Å):
C -0.88642 0.70104 0.78118  -0.328
N -0.22564 1.14254 1.92682  -0.850
H -1.68817 0.04907 1.15528  0.247
H -1.47475 1.44202 0.12301  0.257
H -0.25161 2.09539 2.20824  0.410
H -0.02199 0.57104 2.72235  0.404
C 0.71625 -1.65163 0.24490  -0.781
S 0.39754 0.02638 -0.39292  0.793
C -0.20592 -0.09741 -2.11079  -0.807
H 0.67624 -2.37111 -0.76370  0.278
H -0.28686 -2.07512 0.94266  0.287
H 1.70614 -1.72328 0.57252  0.260
H -0.43492 0.97284 -2.54226  0.285
H 0.45281 -0.66540 -2.75533  0.277
H -1.20155 -0.42728 -2.35554  0.266

Forces on atoms 1 to 2 (eV/Å):
C -2.1 0.8 0.0
N 0.7 1.0 0.0

Output
Spin multiplicity: 1
HOMO-LUMO gap: 11.01 eV
HOMO level: -0.5169 hartree
Energy above the lowest of the compared OMol25 structures with the same formula, charge and spin: 60.0 kcal per mole
Charge: +1

DFT (ωB97M-V/def2-TZVPD) results for C5H7NO2 as an isolated structure at a distorted geometry.

Last column: natural (NBO) charge in e.
Geometry (Å):
C -2.00895 -0.38337 -0.20746  0.587
C 0.16690 0.65151 0.67779  -0.121
C 1.34248 1.17369 0.15367  -0.104
C 1.78110 -0.96309 -0.09793  -0.101
C 0.33596 -0.79601 0.61558  -0.057
H -2.33258 -1.64813 0.25441  0.042
H -0.39704 1.02880 1.58591  0.246
H 1.38309 2.21840 -0.34378  0.232
H 2.18734 1.08499 1.03049  0.185
H 1.54174 -1.88236 -0.66977  0.217
H 2.63458 -0.89423 0.55683  0.192
H 0.03517 -1.44744 1.62475  0.218
N -0.71353 -0.20999 -0.24445  -0.455
O -2.92881 0.42705 -0.23722  -0.576
O 1.70849 0.18715 -0.90998  -0.503

Forces on atoms 1 to 2 (eV/Å):
C -4.9 -2.6 3.3
C -5.4 -1.2 2.5

Output
Spin multiplicity: 1
HOMO-LUMO gap: 10.42 eV
HOMO level: -0.3556 hartree
Energy above the lowest of the compared OMol25 structures with the same formula, charge and spin: 107.9 kcal per mole

DFT (ωB97M-V/def2-TZVPD) results for C5H7Cl6GaNS as an isolated structure at a distorted geometry.

Last column: natural (NBO) charge in e.
Geometry (Å):
C -0.18460 -0.70531 0.67215  -0.666
C 1.13282 0.32235 0.74252  -0.175
Cl 2.70652 -0.72402 0.79898  -0.168
C 1.28653 1.26208 -0.60226  -0.641
Cl 1.25105 0.10756 -2.09063  -0.152
Ga -0.13702 2.74836 -0.79135  1.003
N 0.54358 4.43520 -0.01848  -0.731
C 1.72605 4.17343 0.68520  0.178
S 3.43347 4.03950 0.95811  -0.184
H -1.05079 -0.14268 0.11946  0.245
H -0.47762 -1.04746 1.77750  0.209
H 0.18694 -1.63782 0.03300  0.234
H 1.14484 0.94938 1.75839  0.234
H 2.37156 1.73343 -0.55562  0.245
H -1.53045 2.36886 -0.10767  -0.325
H -0.33644 3.05154 -2.37962  -0.310
C -2.41328 -4.18688 -0.19996  -0.211
Cl -1.63284 -5.77964 -0.36922  0.040
Cl -1.69194 -3.04551 -1.36243  0.081
Cl -4.15810 -4.34282 -0.52549  0.038
Cl -2.17029 -3.57956 1.45743  0.056

Forces on atoms 1 to 2 (eV/Å):
C 1.4 0.2 0.0
C -0.8 0.4 -0.6

Output
Spin multiplicity: 1
HOMO-LUMO gap: 7.33 eV
HOMO level: -0.1982 hartree
Charge: -1

DFT (ωB97M-V/def2-TZVPD) results for C2H6I2N2 as an isolated structure at a distorted geometry.

Last column: natural (NBO) charge in e.
Geometry (Å):
C -0.40942 -0.67758 -1.01105  -0.479
C 0.89704 1.12005 -0.19067  -0.472
N 0.39587 -0.21195 0.02796  -0.259
N -0.74959 -0.18299 1.46010  -0.744
I -1.72966 -1.97694 1.43070  0.339
I 0.32519 0.02745 3.18113  0.342
H -0.47791 -1.86871 -1.08535  0.200
H -1.50166 -0.46761 -1.14068  0.205
H 0.02527 -0.52441 -1.92991  0.227
H 1.74969 1.19196 -0.92456  0.231
H 0.12967 1.84319 -0.46954  0.182
H 1.34550 1.72753 0.65186  0.229

Forces on atoms 1 to 2 (eV/Å):
C -2.6 -4.4 -0.5
C 0.6 2.5 0.5

Output
Spin multiplicity: 1
HOMO-LUMO gap: 7.71 eV
HOMO level: -0.3161 hartree
Energy above the lowest of the compared OMol25 structures with the same formula, charge and spin: 36.4 kcal per mole

DFT (ωB97M-V/def2-TZVPD) results for H29O14 as an isolated structure at a distorted geometry.

Last column: natural (NBO) charge in e.
Geometry (Å):
O -4.30999 -0.18502 0.71223  -0.980
H 1.30079 1.55098 3.74662  0.479
O 0.71074 1.12722 0.68191  -0.902
H -0.00181 1.25283 -0.05941  0.546
H 0.44309 0.44208 1.30393  0.549
O -1.58026 1.07433 -0.39860  -0.986
H 2.26101 0.38516 -1.88684  0.467
H -2.49436 0.87330 -0.05931  0.501
O 1.64300 3.19268 1.43629  -0.844
H 0.90238 3.52973 2.08024  0.535
H 2.43770 2.80894 1.92160  0.542
O -1.86904 -0.86698 -2.46267  -0.997
H -1.61685 -1.77861 -2.69044  0.505
H -1.96416 -0.46324 -3.38042  0.485
O -1.51470 -3.51465 -2.21354  -0.934
H -2.44402 -3.74034 -2.05601  0.477
H -1.33881 -4.29871 -2.76067  0.482
O -0.21572 -2.72901 0.49550  -0.949
H -0.59653 -3.34448 1.18220  0.470
H -0.47588 -1.89518 0.93033  0.495
O 1.28462 -2.26110 -3.04536  -0.922
H 0.51119 -1.66693 -2.89801  0.460
H 0.87754 -2.78186 -3.75801  0.461
O -1.36824 -0.48667 1.69810  -0.995
H -1.76270 -0.77530 2.55277  0.490
H -4.44258 -0.42412 -0.21887  0.488
O 1.42477 0.70632 3.29203  -0.969
H 0.94219 -0.02037 3.72243  0.496
H -1.38463 0.35715 -1.03666  0.525
O 2.32629 0.86814 -1.09705  -0.986
H 1.07704 2.22144 1.04715  0.513
H 1.42911 -2.71573 0.22275  0.507
O 2.07451 -1.90555 0.32007  -1.002
H -1.94189 0.29146 1.33921  0.511
H 2.74995 -2.54446 0.04477  0.467
O -1.36048 2.85863 3.48880  -0.943
H -2.05791 2.62045 4.09597  0.476
H -1.50240 3.75991 3.69256  0.468
O 3.37422 2.36360 -3.18113  -0.945
H 2.70107 1.87072 -2.82586  0.466
H 3.93148 2.81046 -2.55378  0.478
H -5.16345 -0.37715 1.16821  0.498
H 2.39280 0.16178 -0.37297  0.516

Forces on atoms 1 to 2 (eV/Å):
O -0.7 -0.2 0.1
H -0.4 -0.8 0.4

Output
Spin multiplicity: 1
HOMO-LUMO gap: 9.75 eV
HOMO level: -0.4675 hartree
Energy above the lowest of the compared OMol25 structures with the same formula, charge and spin: 109.6 kcal per mole
Charge: +1